Entry 1:
{"formula": "C3H9N", "method": "the ωB97M-V functional and the def2-TZVPD basis", "species": ["N", "C", "C", "C", "H", "H", "H", "H", "H", "H", "H", "H", "H"], "positions_angstrom": [[0.934, 1.393, -0.903], [-1.498, -1.341, 0.687], [2.295, 0.842, -1.032], [-2.699, -1.182, 1.236], [1.000, 2.354, -0.565], [2.201, -0.126, -1.498], [-1.362, -1.851, -0.254], [-3.585, -1.551, 0.735], [-0.651, -1.076, 1.297], [2.888, 1.504, -1.654], [-2.780, -0.643, 2.171], [0.431, 0.952, -0.137], [2.828, 0.726, -0.084]], "nbo_charge": [-0.8250, -0.3941, -0.4118, -0.3793, 0.3428, 0.1899, 0.1989, 0.1942, 0.1870, 0.1922, 0.1929, 0.3477, 0.1647], "e_lumo_ev": 1.1, "mol_weight_da": 59.1, "smiles": "C=C.CN", "de_lowest_ev": 1.373, "orbital_gap_ev": 10.537, "homo_ha": -0.346}



Entry 2:
{"formula": "C11H20O15Tl", "method": "the ωB97M-V functional and the def2-TZVPD basis", "species": ["Tl", "O", "O", "O", "O", "O", "O", "O", "O", "O", "O", "O", "O", "O", "O", "O", "C", "C", "C", "C", "C", "C", "C", "C", "C", "C", "C", "H", "H", "H", "H", "H", "H", "H", "H", "H", "H", "H", "H", "H", "H", "H", "H", "H", "H", "H", "H"], "positions_angstrom": [[-7.515, -4.766, -1.407], [-1.858, -8.718, 3.451], [-2.865, -7.518, 1.804], [-3.612, -6.666, -5.557], [-13.262, -3.308, -0.165], [-2.018, -0.556, -3.760], [-7.448, -13.267, -1.249], [-3.737, -5.649, -7.393], [-6.592, -11.355, -1.887], [-2.661, -7.631, -7.416], [-2.566, -1.283, -1.801], [-15.536, -3.045, -0.530], [-0.607, -7.378, 2.316], [-5.451, -13.368, -2.322], [-0.494, -0.392, -2.092], [-14.759, -2.788, 1.517], [-1.854, -7.800, 2.486], [-7.421, -14.640, -0.951], [-14.421, -3.070, 0.234], [-6.491, -12.563, -1.852], [-13.837, -2.540, 2.566], [-0.045, -7.055, 1.058], [-2.964, -9.618, 3.708], [-4.489, -12.832, -3.264], [-3.332, -6.661, -6.767], [-1.685, -0.854, -2.617], [-15.557, -3.335, -1.900], [-12.821, -2.483, 2.175], [-3.896, -9.256, 4.141], [-0.581, -7.406, 0.177], [-15.037, -4.265, -2.129], [-16.533, -3.536, -2.344], [-3.865, -12.073, -2.791], [0.045, -5.976, 0.935], [-4.978, -12.284, -4.069], [-3.914, -13.621, -3.748], [-0.746, -0.516, -1.174], [0.880, -7.630, 1.013], [-2.730, -7.367, -8.336], [-3.129, -10.163, 2.778], [-14.000, -3.296, 3.335], [-8.430, -14.938, -0.666], [-2.585, -10.437, 4.319], [-14.097, -1.518, 2.842], [-7.206, -15.293, -1.797], [-14.926, -2.611, -2.416], [-6.755, -14.940, -0.141]], "nbo_charge": [0.9996, -0.5019, -0.6717, -0.3794, -0.6802, -0.3572, -0.5007, -0.3799, -0.6193, -0.6368, -0.4511, -0.4962, -0.5030, -0.5387, -0.6405, -0.5051, 1.0014, -0.2582, 1.0029, 1.0017, -0.2515, -0.2524, -0.2567, -0.2542, 0.9260, 0.9165, -0.2589, 0.1970, 0.1996, 0.1933, 0.1838, 0.2158, 0.1913, 0.1924, 0.1883, 0.2077, 0.4945, 0.2024, 0.5081, 0.1919, 0.2021, 0.2008, 0.2046, 0.1995, 0.1919, 0.1910, 0.1895], "total_charge": 1, "e_lumo_ev": -9.2, "mol_weight_da": 596.6, "de_lowest_ev": 4.425, "orbital_gap_ev": 2.100, "homo_ha": -0.416}



Entry 3:
{"formula": "C50H35ClIN9O3Ti", "method": "the ωB97M-V functional and the def2-TZVPD basis", "species": ["I", "Ti", "Cl", "O", "O", "O", "N", "N", "N", "N", "N", "N", "N", "N", "N", "C", "C", "C", "C", "C", "C", "C", "C", "C", "C", "C", "C", "C", "C", "C", "C", "C", "C", "C", "C", "C", "C", "C", "C", "C", "C", "C", "C", "C", "C", "C", "C", "C", "C", "C", "C", "C", "C", "C", "C", "C", "C", "C", "C", "C", "C", "C", "C", "C", "C", "H", "H", "H", "H", "H", "H", "H", "H", "H", "H", "H", "H", "H", "H", "H", "H", "H", "H", "H", "H", "H", "H", "H", "H", "H", "H", "H", "H", "H", "H", "H", "H", "H", "H", "H"], "positions_angstrom": [[0.895, -2.068, -8.210], [-0.001, -0.363, 0.366], [4.151, 2.428, 5.643], [2.233, 1.201, -2.133], [0.523, -0.103, -1.467], [0.173, 2.053, 0.039], [-0.888, 0.556, 2.016], [-0.067, 3.557, -1.662], [-2.280, -1.397, -2.185], [0.904, -3.709, 0.391], [-2.496, 2.066, 1.045], [-0.632, -2.180, -0.618], [-0.050, -0.671, 3.899], [-2.057, 0.166, -0.358], [0.221, -1.910, 1.842], [-0.952, 3.246, 5.787], [2.977, -0.418, 3.091], [-1.954, 3.698, 3.621], [-0.487, 0.415, 3.322], [-3.823, 0.451, -1.817], [-1.171, 2.860, -2.296], [-1.093, -3.651, -3.956], [-1.673, 4.080, 4.922], [0.744, -3.152, 1.576], [-5.833, 2.329, -1.924], [2.249, -1.303, -5.609], [1.216, -0.201, -3.731], [-0.774, -3.242, -2.669], [-0.085, -0.689, -5.702], [-2.664, -0.355, -1.465], [-1.477, 2.465, 3.201], [2.199, -0.379, 0.670], [1.638, -5.072, 3.079], [-0.336, -4.670, -4.511], [0.874, -3.314, 5.175], [-4.893, 2.430, -0.912], [3.558, 2.282, 2.999], [-1.294, -2.180, -1.817], [0.699, -5.280, -3.791], [0.458, 4.719, -2.380], [0.005, -0.185, -4.412], [-5.770, 1.298, -2.873], [0.994, -4.894, -2.494], [0.527, 3.088, -0.550], [1.435, -4.550, 5.444], [2.746, 0.265, 1.897], [-4.769, 0.342, -2.829], [-2.759, 1.266, 0.020], [2.335, -0.756, -4.337], [-0.771, 1.634, 4.065], [0.215, -1.761, 3.204], [0.245, -3.861, -1.950], [3.656, 1.592, 4.198], [0.264, -3.216, -0.646], [3.408, 0.233, 4.238], [1.355, 0.386, -2.351], [1.815, -5.417, 4.408], [1.596, 3.972, 0.033], [0.702, -2.969, 3.840], [-1.624, 1.727, 1.954], [-3.882, 1.478, -0.877], [1.077, -3.829, 2.813], [-0.501, 2.005, 5.374], [3.129, 1.608, 1.868], [1.040, -1.251, -6.285], [-6.638, 3.052, -1.982], [3.551, -0.316, 5.161], [2.479, -1.434, 0.623], [-0.545, -4.997, -5.522], [3.830, 3.328, 2.954], [0.053, 1.345, 6.031], [1.781, -5.370, -1.922], [0.576, -2.635, 5.965], [1.587, -4.859, 6.471], [1.373, 5.029, -0.103], [1.687, 3.753, 1.090], [-0.039, 4.776, -3.345], [-2.023, 5.040, 5.281], [-0.751, 3.582, 6.797], [-1.027, -0.661, -6.235], [-2.096, 3.434, -2.202], [-1.902, -3.184, -4.504], [-6.523, 1.248, -3.651], [-4.939, 3.218, -0.168], [0.264, 5.654, -1.851], [3.105, 2.114, 0.915], [-0.880, 0.201, -3.929], [1.529, 4.619, -2.556], [-4.718, -0.464, -3.552], [2.856, -1.495, 3.126], [1.272, -6.072, -4.258], [1.931, -5.733, 2.273], [3.280, -0.764, -3.807], [2.541, 3.753, -0.469], [2.583, 0.126, -0.207], [-2.516, 4.334, 2.947], [3.116, -1.759, -6.069], [2.255, -6.375, 4.656], [-1.298, 1.895, -1.828], [-0.955, 2.719, -3.353]], "mulliken_charge": [0.0737, -2.3236, -0.2618, -0.6454, 1.6086, 0.7261, 0.7053, 0.4209, -0.3634, -0.5173, -0.4220, 0.0060, -0.3720, 1.2541, 0.4421, -0.7947, -0.0072, -0.3894, 0.1904, 0.6569, -0.3755, -0.1140, -0.6592, -0.4837, -0.7174, -0.6191, 0.1235, 0.5574, -0.7893, -0.6140, -0.0185, -1.4764, -0.4135, -0.6972, -0.2922, -0.2996, -0.9528, -0.1099, -0.7432, -1.2410, 0.3875, -0.6824, -0.3769, 0.5669, -0.6942, -0.4922, -0.2905, -0.6371, -0.7289, 0.2958, -0.8789, 0.2087, 0.1906, 0.2298, -1.0974, -0.4268, -0.6552, -2.3055, 0.6139, -0.1109, 0.4607, 0.5113, -0.2472, -0.1866, -0.1072, 0.4213, 0.4626, 0.7463, 0.4587, 0.4634, 0.5786, 0.5639, 0.5690, 0.4108, 0.5476, 0.1999, 0.4442, 0.4229, 0.4213, 0.4714, 0.4931, 0.5828, 0.4117, 0.5568, 0.3033, 0.7669, 0.2257, 0.3835, 0.5723, 0.6326, 0.4199, 0.5621, 0.5001, 0.4501, 1.2025, 0.5469, 0.4079, 0.4154, -0.8280, 0.6131], "e_lumo_ev": [-1.6, -1.6], "mol_weight_da": 1020.1, "de_lowest_ev": 0.000, "orbital_gap_ev": [4.967, 5.028], "homo_ha": [-0.241, -0.243]}



Entry 4:
{"formula": "C8H10N2OS2", "method": "the ωB97M-V functional and the def2-TZVPD basis", "species": ["S", "S", "O", "N", "N", "C", "C", "C", "C", "C", "C", "C", "C", "H", "H", "H", "H", "H", "H", "H", "H", "H", "H"], "positions_angstrom": [[2.769, -2.849, 2.250], [-0.397, -1.673, 3.073], [-1.772, -1.252, 2.906], [3.569, -2.294, 0.027], [3.858, -3.049, 1.016], [0.583, -1.217, 1.792], [1.067, 0.304, -0.169], [1.815, -1.722, 1.381], [2.407, -1.669, 0.165], [1.852, -0.772, -0.896], [-0.179, -0.241, 0.518], [-0.791, 0.918, 1.187], [-1.190, -0.997, -0.299], [-1.662, 0.684, 1.815], [2.630, -0.458, -1.501], [-0.155, 1.393, 1.888], [1.063, -1.355, -1.511], [-0.810, -2.016, -0.549], [-1.013, 1.700, 0.595], [1.637, 0.701, 0.736], [0.815, 1.132, -0.765], [-2.037, -1.149, 0.319], [-1.494, -0.445, -1.184]], "nbo_charge": [0.6296, 1.1764, -0.9059, -0.1897, -0.3323, -0.3262, -0.4104, -0.3402, 0.1431, -0.4285, 0.0513, -0.6511, -0.6458, 0.2445, 0.2377, 0.2120, 0.2209, 0.2128, 0.2125, 0.2072, 0.2194, 0.2396, 0.2230], "e_lumo_ev": [-1.3, -1.3], "mol_weight_da": 214.3, "de_lowest_ev": 2.725, "orbital_gap_ev": [7.555, 7.556], "homo_ha": [-0.326, -0.326]}